{
  "formula": "C26H82N4O13",
  "method": "ωB97M-V/def2-TZVPD",
  "species": ["O", "O", "O", "O", "O", "O", "O", "O", "O", "O", "O", "O", "O", "N", "N", "N", "N", "C", "C", "C", "C", "C", "C", "C", "C", "C", "C", "C", "C", "C", "C", "C", "C", "C", "C", "C", "C", "C", "C", "C", "C", "C", "C", "H", "H", "H", "H", "H", "H", "H", "H", "H", "H", "H", "H", "H", "H", "H", "H", "H", "H", "H", "H", "H", "H", "H", "H", "H", "H", "H", "H", "H", "H", "H", "H", "H", "H", "H", "H", "H", "H", "H", "H", "H", "H", "H", "H", "H", "H", "H", "H", "H", "H", "H", "H", "H", "H", "H", "H", "H", "H", "H", "H", "H", "H", "H", "H", "H", "H", "H", "H", "H", "H", "H", "H", "H", "H", "H", "H", "H", "H", "H", "H", "H", "H"],
  "xyz": [[-5.805, -0.738, -1.052], [3.031, 2.806, 5.251], [1.868, -4.861, 0.938], [-2.566, -5.716, -1.692], [-5.655, -0.421, -3.698], [0.326, 2.644, -1.407], [2.785, 3.192, 0.135], [2.990, -1.128, -3.547], [4.974, 1.673, 0.911], [-0.902, 0.013, -1.036], [-1.730, 2.527, -5.740], [-2.984, -0.267, 3.486], [1.067, -2.929, 2.830], [-5.531, 0.993, 1.004], [0.604, 2.079, 4.416], [1.386, 2.864, -3.889], [0.202, -0.196, 2.552], [1.661, -1.246, -3.000], [-4.405, 1.077, 1.887], [1.278, 2.987, 3.494], [-2.606, -1.510, 4.043], [2.065, -2.824, 3.833], [-4.118, -0.260, 2.669], [2.293, 3.752, 4.454], [-0.686, 2.090, -4.876], [-1.679, -4.823, -1.005], [2.415, -4.231, -0.160], [2.356, -5.247, -1.324], [-2.906, 1.763, -5.577], [5.670, 1.262, -0.192], [1.531, 0.075, 0.628], [2.450, -4.266, 4.319], [-2.124, -0.378, -1.716], [0.292, 3.283, -4.784], [0.918, 3.626, -6.116], [0.342, 4.043, 2.848], [4.672, 0.809, -1.293], [0.723, -1.420, -4.168], [-4.708, 2.244, 2.788], [0.130, 0.345, 1.199], [-0.948, -0.361, 0.327], [-2.459, -3.991, 0.018], [3.984, 2.148, 4.517], [1.487, -2.332, 4.615], [0.739, -2.470, -4.460], [4.192, 2.185, 0.692], [-0.738, 0.015, 2.855], [2.795, 4.144, 0.033], [1.381, 1.924, 5.042], [2.046, 3.623, -3.791], [-5.562, -0.604, -2.763], [-4.988, 3.183, 2.311], [-5.651, 1.822, 0.439], [-3.322, 1.640, -4.577], [2.850, -4.917, -2.238], [-1.905, -0.163, 0.809], [1.291, -5.448, -1.441], [-3.753, 2.234, -6.076], [1.647, -2.108, -2.334], [4.407, 1.393, 5.179], [1.334, 2.749, -6.612], [-0.885, -1.449, 0.306], [0.965, 4.673, 2.214], [-5.019, -0.671, 3.125], [1.417, -4.225, 1.497], [-3.061, -0.057, -1.259], [1.809, -4.635, 5.119], [0.167, 4.038, -6.791], [1.599, -0.365, -2.361], [0.684, 0.409, 3.201], [6.338, 0.422, -0.002], [-3.506, 1.360, 1.339], [-2.755, 0.794, -6.053], [4.203, -0.120, -0.971], [2.987, -2.321, 3.543], [-3.948, 2.442, 3.543], [-1.043, 1.897, -3.865], [3.391, -3.816, 0.089], [2.793, -6.200, -1.026], [6.228, 2.093, -0.621], [1.760, 0.688, -0.244], [4.848, 2.697, 4.143], [1.667, 4.336, 5.130], [0.984, -0.731, -4.971], [-0.198, 4.656, 3.570], [-3.362, -1.932, 4.705], [-0.346, 4.080, -4.404], [-1.732, -3.502, 0.668], [2.884, 4.452, 3.864], [-5.632, 1.983, 3.304], [-1.656, -1.297, 4.534], [-6.083, -1.201, -4.053], [1.794, 2.448, 2.700], [3.589, 1.510, 3.726], [3.472, -4.290, 4.696], [3.855, 1.530, -1.333], [-1.249, -4.263, -1.835], [5.118, 0.672, -2.279], [-2.206, -1.460, -1.817], [3.184, -0.235, -3.841], [1.689, 4.395, -6.070], [-2.406, -2.203, 3.225], [-6.061, -1.531, -0.581], [-0.001, 1.420, 1.329], [-5.457, -0.158, -0.375], [2.392, -4.985, 3.502], [-0.066, 1.300, -5.299], [0.768, -2.040, 2.624], [1.748, -3.426, -0.467], [-6.367, 0.859, 1.555], [-2.258, -5.931, -2.576], [1.883, 2.939, -0.062], [-0.282, 3.533, 2.114], [-0.856, -5.375, -0.550], [-0.308, -1.282, -3.842], [0.658, 2.699, -2.303], [2.291, 0.369, 1.351], [0.107, 1.719, -1.290], [1.899, 2.054, -4.207], [-3.032, -3.270, -0.566], [1.534, -0.984, 0.368], [-4.057, -1.041, 1.912], [0.012, 2.650, 5.003], [-3.160, -4.502, 0.678], [-2.178, 0.038, -2.722]],
  "total_charge": -1,
  "spin_multiplicity": 2,
  "homo_lumo_gap_ha": [0.0571, 0.3467]
}

---

{
  "formula": "C26H84O29",
  "method": "ωB97M-V/def2-TZVPD",
  "species": ["O", "O", "O", "O", "O", "O", "O", "O", "O", "O", "O", "O", "O", "O", "O", "O", "O", "O", "O", "O", "O", "O", "O", "O", "O", "O", "O", "O", "O", "C", "C", "C", "C", "C", "C", "C", "C", "C", "C", "C", "C", "C", "C", "C", "C", "C", "C", "C", "C", "C", "C", "C", "C", "C", "C", "H", "H", "H", "H", "H", "H", "H", "H", "H", "H", "H", "H", "H", "H", "H", "H", "H", "H", "H", "H", "H", "H", "H", "H", "H", "H", "H", "H", "H", "H", "H", "H", "H", "H", "H", "H", "H", "H", "H", "H", "H", "H", "H", "H", "H", "H", "H", "H", "H", "H", "H", "H", "H", "H", "H", "H", "H", "H", "H", "H", "H", "H", "H", "H", "H", "H", "H", "H", "H", "H", "H", "H", "H", "H", "H", "H", "H", "H", "H", "H", "H", "H", "H", "H"],
  "xyz": [[4.486, 0.922, 1.114], [2.544, -3.623, -2.959], [6.576, 0.319, -0.434], [0.556, -5.931, -1.883], [1.819, 0.908, 6.471], [-4.557, -0.411, -0.726], [2.609, -3.097, 1.936], [-4.172, 4.686, 2.724], [5.189, 1.153, -2.766], [2.635, 2.024, -1.754], [1.401, -0.426, -7.092], [-2.109, 3.198, -3.316], [-4.635, -3.585, 4.385], [-1.674, 3.258, 1.505], [0.153, 5.037, 2.411], [-0.582, 0.768, -4.900], [3.301, -0.974, -2.772], [1.159, 4.238, -0.121], [-0.982, -3.449, -2.237], [-3.127, -3.242, -0.478], [-2.402, 3.255, 4.421], [-1.728, -0.448, -0.422], [2.632, -1.261, 4.286], [-3.372, -1.836, 2.162], [-3.129, -5.412, 2.216], [-2.523, 0.807, 2.706], [0.442, -1.391, 1.114], [0.918, 2.866, -3.829], [-2.708, 0.349, -3.086], [2.018, -5.758, -1.964], [5.196, 0.318, -3.876], [0.671, -0.731, -0.162], [2.444, -4.332, -1.754], [0.400, -0.308, -4.841], [-0.486, 0.234, -0.497], [1.656, -0.095, -5.679], [-1.031, 3.663, -2.624], [-4.090, 0.159, -3.105], [-3.074, -4.689, -0.235], [1.549, -0.384, 4.325], [-2.525, 4.205, 0.881], [4.891, -0.433, 1.106], [1.496, 4.657, 2.274], [-5.155, -2.352, 3.911], [-3.127, 5.236, 1.868], [0.141, 3.973, -3.548], [-2.277, -5.152, 1.131], [1.143, -0.199, 5.842], [-2.616, 0.849, 4.157], [-3.205, 2.179, 4.643], [-4.721, -1.974, 2.441], [6.371, -0.500, 0.679], [4.642, -1.021, -3.270], [1.591, 3.691, 1.108], [-4.671, 0.620, -1.724], [0.089, 5.768, 3.030], [2.936, -4.155, -3.655], [-2.488, -5.130, -1.041], [-4.095, -5.069, -0.281], [7.188, 0.988, -0.118], [3.054, -1.901, -2.728], [-4.278, -0.903, -3.259], [5.301, -1.486, -2.536], [6.722, -1.490, 0.387], [0.761, 4.697, -3.019], [-0.172, -1.177, -5.166], [4.589, -1.762, -4.067], [-2.769, 3.756, 3.689], [0.142, -5.076, -2.022], [2.662, 3.518, 0.996], [-1.692, -0.950, 0.395], [-3.948, -3.354, 5.014], [-4.431, 0.766, -3.944], [2.658, -2.676, 2.794], [-5.688, 0.869, -2.027], [3.075, 1.220, -2.029], [1.619, -0.195, -0.155], [-1.445, -3.043, -2.970], [1.312, -1.057, 6.494], [-0.270, 4.426, -4.451], [-5.209, -1.073, 2.070], [3.460, -3.521, 1.828], [6.199, 0.014, -4.175], [-0.337, 1.022, 0.241], [1.352, 1.721, 6.263], [0.399, 2.167, -4.234], [-3.226, 0.051, 4.580], [-5.145, -2.732, 1.781], [0.087, 0.052, 5.938], [1.929, 0.956, -5.577], [-2.274, 1.649, 2.317], [-4.878, 4.447, 2.119], [-1.890, 4.656, 0.119], [-4.988, -1.648, 4.727], [-1.563, 0.747, 4.421], [2.418, -6.296, -1.105], [-1.600, -5.988, 0.957], [-4.177, 2.389, 4.197], [6.954, -0.046, 1.479], [-3.322, -2.822, 0.362], [-0.744, 3.024, -1.789], [-1.424, 4.619, -2.277], [0.675, -0.799, 3.821], [2.154, 2.311, -2.530], [-1.023, 3.876, 1.845], [5.806, 0.765, -2.141], [2.015, 5.541, 1.902], [-1.599, -4.349, 1.420], [2.003, 4.208, 3.127], [-2.218, 2.317, -2.951], [2.186, -0.105, -7.540], [-1.452, -3.149, -1.459], [1.879, -3.716, -1.055], [4.704, -0.912, 2.067], [-2.377, -0.247, -2.410], [1.134, 2.727, 1.331], [-3.274, 3.673, 0.293], [-2.296, 5.715, 2.386], [0.936, -1.465, -0.923], [-3.654, -0.570, -0.444], [-3.314, 6.151, 1.305], [-3.138, -0.912, 2.280], [2.577, -0.652, -5.503], [4.655, 0.802, -4.689], [-6.215, -2.460, 3.682], [4.539, 1.252, 0.214], [1.669, 3.799, -0.806], [1.074, -2.112, 1.165], [-1.325, 0.558, -4.329], [3.266, -0.921, 4.921], [-3.265, 2.135, 5.731], [0.567, -0.454, -3.774], [-3.445, -4.637, 2.685], [-0.262, 0.508, -1.528], [4.434, -0.943, 0.258], [3.488, -4.249, -1.452], [2.548, -6.236, -2.788], [1.953, 0.511, 3.853], [-4.203, 1.510, -1.303]],
  "total_charge": 1,
  "spin_multiplicity": 2,
  "homo_lumo_gap_ha": [0.3131, 0.0633]
}

---

{
  "formula": "C26H87B2N4O24P2S",
  "method": "ωB97M-V/def2-TZVPD",
  "species": ["S", "P", "P", "O", "O", "O", "O", "O", "O", "O", "O", "O", "O", "O", "O", "O", "O", "O", "O", "O", "O", "O", "O", "O", "O", "O", "O", "N", "N", "N", "N", "C", "C", "C", "C", "C", "C", "C", "C", "C", "C", "C", "C", "C", "C", "C", "C", "C", "C", "C", "C", "C", "C", "C", "C", "C", "C", "B", "B", "H", "H", "H", "H", "H", "H", "H", "H", "H", "H", "H", "H", "H", "H", "H", "H", "H", "H", "H", "H", "H", "H", "H", "H", "H", "H", "H", "H", "H", "H", "H", "H", "H", "H", "H", "H", "H", "H", "H", "H", "H", "H", "H", "H", "H", "H", "H", "H", "H", "H", "H", "H", "H", "H", "H", "H", "H", "H", "H", "H", "H", "H", "H", "H", "H", "H", "H", "H", "H", "H", "H", "H", "H", "H", "H", "H", "H", "H", "H", "H", "H", "H", "H", "H", "H", "H", "H"],
  "xyz": [[-1.137, 4.184, 1.867], [0.214, -0.455, 4.434], [-1.168, -1.789, 5.504], [5.408, 0.031, 1.822], [2.659, -2.399, -2.513], [-3.176, -5.138, 2.740], [3.769, 0.104, 4.356], [-0.252, 2.550, -1.793], [-5.678, -8.245, 2.406], [-1.809, 4.412, -4.627], [-1.388, -1.273, 7.028], [-5.498, 1.542, -1.253], [1.346, -2.812, -4.238], [-0.466, -3.291, 5.549], [9.100, -1.560, 0.978], [4.722, 6.193, 2.864], [3.247, 6.076, -0.234], [1.478, -2.404, 1.661], [2.049, -5.884, -1.966], [-2.465, -1.853, 4.810], [-4.979, -1.895, -4.609], [-5.277, -3.366, -7.292], [-1.164, -1.261, -5.301], [-4.228, -4.142, 0.180], [-1.856, 7.290, 0.403], [-0.751, -3.012, 2.305], [7.974, 3.081, 3.844], [-0.012, -0.690, 2.688], [-0.907, 1.737, 0.463], [-0.511, 1.603, 2.633], [-0.641, 0.425, 0.673], [10.493, -1.275, 0.873], [-6.667, -7.258, 2.666], [6.939, 4.019, 4.129], [-4.137, -1.725, -3.474], [6.775, 0.470, 1.900], [-3.152, 7.579, 0.921], [1.144, -6.398, -2.937], [-0.848, 2.442, 1.618], [-2.598, 3.296, -1.030], [-4.166, -4.140, 3.006], [-0.477, 4.916, -4.540], [-5.239, -4.661, -0.676], [-0.379, 0.403, 1.997], [-6.175, 2.489, -0.429], [1.629, -2.164, -3.043], [-0.678, -0.548, -0.397], [4.129, 5.683, -1.285], [-3.136, 3.134, -2.499], [0.771, -0.807, -0.988], [-6.464, -2.795, -7.826], [-2.100, -1.744, -6.276], [3.630, 1.494, 4.634], [4.816, 7.607, 3.005], [2.569, -2.318, 2.617], [3.922, -2.727, 1.928], [0.565, -1.165, -2.506], [-1.236, 2.526, -0.777], [0.238, -2.076, 2.196], [-6.004, 2.258, 0.625], [-5.859, 0.675, -1.042], [-6.110, -4.963, -0.087], [8.893, -2.220, 0.307], [-5.149, -4.604, 2.942], [2.820, 1.627, 5.349], [8.811, 3.557, 3.873], [-6.655, -1.823, -7.363], [-4.318, -0.745, -3.022], [-5.783, 3.481, -0.648], [2.369, -3.053, 3.423], [-3.981, -4.847, 0.794], [-4.335, -2.514, -2.743], [-1.044, -1.554, -0.089], [-7.313, -3.461, -7.650], [-2.373, 2.809, -3.225], [7.084, 4.447, 5.124], [-0.423, -1.660, -2.639], [-3.889, 6.895, 0.491], [5.097, 0.228, 0.933], [-5.414, -3.474, -6.344], [5.289, 7.828, 3.959], [1.641, -6.466, -3.908], [0.116, -3.293, 6.333], [0.185, 4.341, -5.193], [-7.648, -7.722, 2.602], [0.665, -2.310, -4.736], [-6.525, -6.849, 3.671], [7.377, -0.065, 1.165], [-7.246, 2.472, -0.641], [-2.289, -1.498, 7.323], [-4.023, -3.732, 4.008], [-3.151, 7.487, 2.010], [-4.818, -7.814, 2.468], [-3.411, 8.600, 0.649], [2.715, -1.302, 3.032], [3.819, 8.053, 2.984], [-2.960, -1.074, -6.322], [1.409, 0.095, -0.940], [1.511, -0.883, 4.818], [0.269, -5.746, -3.012], [4.720, 6.547, -1.580], [-0.893, -0.382, -5.587], [11.075, -2.182, 1.052], [4.798, 4.892, -0.938], [-2.091, 4.508, -5.544], [-3.442, 4.146, -2.833], [-4.855, -5.520, -1.232], [4.486, 0.006, 3.716], [-0.388, -3.913, 2.309], [4.090, -3.811, 2.086], [-0.455, 5.969, -4.828], [1.286, -1.647, -0.493], [-1.643, 6.386, 0.652], [3.393, 2.038, 3.715], [-0.139, 4.818, -3.511], [7.153, 0.259, 2.897], [3.554, 5.330, -2.144], [0.639, -0.249, -3.135], [-3.100, -1.787, -3.798], [-1.309, -0.277, -1.265], [6.941, 4.813, 3.380], [10.722, -0.881, -0.120], [0.089, 4.734, 1.581], [2.733, 5.300, 0.011], [-1.620, -1.799, -7.254], [10.751, -0.531, 1.623], [-2.358, 4.380, -0.896], [4.303, 6.018, 2.015], [-3.367, 3.071, -0.258], [-2.317, -4.709, 2.799], [0.827, -7.391, -2.625], [-6.332, -2.661, -8.898], [-0.483, 1.792, -2.363], [4.555, 1.883, 5.064], [5.423, 8.024, 2.198], [5.982, 3.502, 4.097], [-4.075, 2.517, -2.562], [2.319, -5.006, -2.259], [-5.534, -3.883, -1.378], [-6.596, -6.458, 1.923], [-5.890, -1.837, -4.301], [-2.432, -2.736, -5.982], [-4.093, -3.344, 2.268], [6.825, 1.545, 1.715], [4.731, -2.125, 2.379], [3.900, -2.547, 0.834]],
  "total_charge": 1,
  "spin_multiplicity": 1,
  "relative_energy_ev": 1.497,
  "homo_lumo_gap_ha": 0.3060
}

---

Values for largest force on an atom, hartree/bohr, ordered as above
0.0542, 0.0715, 0.0593
Values for M, g/mol, ordered as above
659.0, 860.9, 955.6
Values for total energy, a.u., ordered as above
-2236.7515, -3222.3597, -4197.9273